Record 1
Entry from OMol25: a molecular structure, C18H41N2P3RuS2 (the ωB97M-V functional and the def2-TZVPD basis).

Net charge   +3
Energy above the lowest of the compared OMol25 structures with the same formula, charge and spin   1.541 eV
Lowest unoccupied orbital energy (spin up / spin down)   -8.34 / -12.89 eV
Energy   -74399.0798 eV
Kohn-Sham gap (spin up / spin down)   0.197 / 0.158 Eh
Multiplicity   6

Last column: Mulliken spin population.
Geometry (Å):
Ru1 0.51214 -0.37817 0.47602  2.905
P1 -0.44319 1.76483 1.28650  0.057
P2 -1.70031 -0.90599 0.18280  0.101
P3 2.74227 0.70448 1.03749  0.126
H1 0.61617 -0.06161 -2.06909  0.047
C1 1.40086 -0.21904 -1.28037  0.008
C2 1.50012 -1.55773 -0.84596  0.153
H2 1.39556 -2.25282 -1.68535  0.028
C3 -0.53522 3.03756 -0.02933  0.039
C4 -2.15871 1.95963 1.97110  -0.012
C5 0.42715 2.63572 2.65654  0.048
C6 -1.75109 -2.58170 -0.49217  0.053
C7 -2.65248 -1.16923 1.72897  0.028
C8 -2.67777 0.18846 -0.91027  0.029
C9 4.15813 -0.26074 0.39682  0.037
C10 3.34778 1.23126 2.69010  0.050
C11 2.98347 2.30048 0.05403  0.021
H3 2.34122 0.39756 -1.25667  0.023
H4 1.98860 -1.90983 0.10152  0.018
H5 -0.63014 4.02268 0.45360  0.005
H6 -1.41861 2.85412 -0.65449  0.001
H7 0.35709 3.02134 -0.66453  -0.015
H8 -2.22054 2.98828 2.35121  0.002
H9 -2.32517 1.27094 2.80853  -0.003
H10 -2.96207 1.83472 1.23444  0.001
H11 -0.27149 3.35344 3.11035  -0.002
H12 1.30369 3.20444 2.32278  0.002
H13 0.70270 1.89729 3.42286  -0.004
H14 -2.65039 -3.08215 -0.12450  0.006
H15 -0.88237 -3.16370 -0.17468  -0.008
H16 -1.74791 -2.56001 -1.58740  -0.012
H17 -3.34907 -0.34522 1.90046  0.000
H18 -1.99698 -1.28336 2.60338  0.001
H19 -3.22153 -2.10037 1.63220  0.005
H20 -3.22705 -0.43783 -1.62232  0.005
H21 -2.04136 0.86070 -1.50168  -0.005
H22 -3.41102 0.78700 -0.35717  0.001
H23 5.01090 0.13166 0.94231  -0.001
H24 4.37720 -0.13546 -0.66372  0.002
H25 4.06479 -1.33713 0.49461  0.001
H26 4.40942 1.46637 2.59740  0.007
H27 3.25807 0.45897 3.45697  -0.005
H28 2.85749 2.12032 3.08712  -0.005
H29 4.04958 2.42357 -0.18382  0.002
H30 2.63832 3.23420 0.53231  0.000
H31 2.46954 2.23695 -0.91075  -0.005
C12 -1.34646 -2.23503 -4.20819  0.241
C13 -1.06134 -0.93522 -3.79301  0.029
C14 -1.69651 0.15882 -4.34903  0.037
C15 -2.69022 -0.11997 -5.28095  0.208
C16 -3.04545 -1.41994 -5.65862  0.067
C17 -2.38641 -2.52247 -5.10264  0.003
S1 -0.39968 -3.48023 -3.38609  0.321
H32 0.75496 -3.34554 -4.00865  0.019
H33 -0.37765 -0.85805 -2.95391  0.067
H34 -1.45996 1.16824 -4.01044  0.005
H35 -3.23514 0.71429 -5.68453  0.003
H36 -3.83579 -1.56406 -6.38279  0.005
H37 -2.58902 -3.57234 -5.30877  -0.002
N1 0.16160 -0.35029 4.10213  0.037
C18 1.03008 -1.21102 3.54986  0.029
N2 2.24837 -1.37772 4.12861  0.022
S2 0.55836 -2.09526 2.17307  0.174
H38 0.30446 -0.05942 5.06089  0.000
H39 -0.77867 -0.26972 3.70350  0.003
H40 2.90316 -2.05545 3.75681  0.000
H41 2.30353 -1.21449 5.13462  0.000

=====

Record 2
Entry from OMol25: a molecular structure, C18H41O2P3Rh (the ωB97M-V functional and the def2-TZVPD basis).

Net charge   +3
Energy above the lowest of the compared OMol25 structures with the same formula, charge and spin   2.535 eV
Lowest unoccupied orbital energy (spin up / spin down)   -9.39 / -13.10 eV
Energy   -54269.3895 eV
Kohn-Sham gap (spin up / spin down)   0.279 / 0.143 Eh
Multiplicity   5

Last column: Mulliken spin population.
Geometry (Å):
Rh1 0.10248 -0.63496 -0.10008  2.018
P1 1.29817 -0.73890 1.83788  0.051
P2 1.96240 0.24586 -1.24600  0.101
P3 -0.70973 -2.69977 0.27994  0.115
H1 -1.69803 4.62278 0.92015  0.000
C1 -2.05838 3.65405 1.32114  0.001
C2 -1.73956 3.20039 2.54357  -0.002
H2 -1.17551 3.82145 3.25232  0.000
C3 1.66475 0.96734 2.41899  0.113
C4 2.92197 -1.63216 1.96874  0.017
C5 0.49965 -1.38376 3.38563  0.023
C6 1.29506 1.68908 -2.14309  0.024
C7 3.49331 0.88544 -0.52442  0.021
C8 2.50414 -1.00761 -2.45908  0.029
C9 -2.19733 -2.44758 1.32232  0.027
C10 0.19031 -4.08260 1.05628  0.028
C11 -1.33682 -3.38841 -1.28541  0.069
H3 -2.67151 3.00935 0.64095  0.001
H4 -2.11744 2.23856 2.90218  0.000
H5 0.85860 1.66135 2.15523  -0.059
H6 2.58630 1.37611 1.98976  0.000
H7 1.76642 0.97507 3.50974  0.008
H8 3.57334 -1.48153 1.10612  -0.005
H9 2.77239 -2.71416 2.06324  0.003
H10 3.47168 -1.30443 2.86372  0.009
H11 -0.54478 -1.07021 3.47721  -0.013
H12 1.02317 -1.00898 4.27716  0.009
H13 0.52700 -2.47629 3.44364  0.004
H14 1.68195 1.67393 -3.16480  0.010
H15 1.64269 2.59356 -1.61747  0.005
H16 0.20511 1.74010 -2.18914  -0.002
H17 4.21283 0.90072 -1.37590  0.010
H18 3.86396 0.22469 0.28920  0.000
H19 3.26690 1.91122 -0.15185  -0.007
H20 2.45913 -0.57239 -3.46017  0.009
H21 1.76531 -1.83101 -2.40530  -0.001
H22 3.47140 -1.42810 -2.18442  0.005
H23 -2.95376 -3.21466 1.12561  0.013
H24 -2.62315 -1.46462 1.08427  -0.002
H25 -1.93159 -2.46576 2.38427  -0.004
H26 -0.30517 -5.04211 0.84933  0.008
H27 0.24815 -3.96021 2.14158  0.002
H28 1.21052 -4.14240 0.66298  -0.004
H29 -1.72716 -4.40806 -1.16653  0.011
H30 -0.52151 -3.40856 -2.01522  -0.008
H31 -2.12939 -2.74531 -1.68297  0.002
C12 -2.40757 0.05889 -1.68770  0.191
C13 -1.78521 -0.07718 -2.99586  0.109
C14 -2.55667 -0.25597 -4.15328  0.055
C15 -3.95675 -0.29203 -4.07297  0.263
C16 -4.59188 -0.08809 -2.84516  0.002
C17 -3.83701 0.12385 -1.70297  0.162
O1 -1.84825 0.04967 -0.47629  0.427
H32 0.49397 -0.94673 -1.52104  0.181
H33 -0.70484 -0.01177 -3.15644  -0.042
H34 -2.12236 -0.41074 -5.14145  0.007
H35 -4.55533 -0.52581 -4.94525  0.001
H36 -5.69219 -0.11614 -2.76099  0.004
H37 -4.31864 0.28752 -0.73777  0.003
C18 1.30145 4.67828 1.48175  0.002
O2 2.24424 3.88801 0.78371  0.003
H38 1.63810 4.88203 2.49885  0.000
H39 0.34952 4.16133 1.54052  -0.002
H40 1.15398 5.62250 0.95890  0.000
H41 3.09719 4.33585 0.83214  -0.001

=====

Record 3
Entry from OMol25: a molecular structure, C18H41O2P3Tb (the ωB97M-V functional and the def2-TZVPD basis).

Net charge   +3
Energy above the lowest of the compared OMol25 structures with the same formula, charge and spin   0.108 eV
Lowest unoccupied orbital energy (spin up / spin down)   -10.20 / -9.82 eV
Energy   -73701.2177 eV
Kohn-Sham gap (spin up / spin down)   0.268 / 0.282 Eh
Multiplicity   7

Last column: Mulliken spin population.
Geometry (Å):
Tb1 -0.67414 -0.22903 0.35533  5.922
P1 1.54117 0.76505 2.35899  0.004
P2 -1.18734 2.35515 -0.12827  0.014
P3 1.85441 -0.45963 -0.77064  0.004
H1 -1.77114 -2.86663 1.39283  -0.002
C1 -0.71425 -3.15673 1.24540  0.006
C2 0.21504 -2.99098 2.20887  -0.012
H2 -0.06224 -2.58288 3.18766  0.000
C3 1.16485 1.13099 4.13269  0.000
C4 2.35022 2.39070 2.01035  -0.003
C5 3.08878 -0.17212 2.74245  -0.002
C6 -2.57041 2.18374 -1.32044  0.004
C7 -1.78307 3.70418 0.95177  -0.003
C8 0.07647 3.32944 -1.02637  0.000
C9 2.82451 -1.97383 -0.39793  -0.001
C10 3.24120 0.72754 -0.90624  -0.002
C11 1.41859 -0.68065 -2.54234  0.010
H3 -0.48706 -3.64061 0.29095  0.000
H4 1.28676 -3.09138 2.01358  0.001
H5 0.71477 0.25521 4.61885  0.000
H6 0.48171 1.98704 4.21125  0.000
H7 2.10061 1.38327 4.65931  0.000
H8 1.60353 3.19129 2.08197  0.000
H9 2.79183 2.40675 1.00903  0.000
H10 3.14372 2.56853 2.75184  0.000
H11 2.82288 -1.15526 3.15013  0.000
H12 3.66142 0.37932 3.50493  0.000
H13 3.72827 -0.31499 1.86426  0.000
H14 -2.83138 3.20346 -1.64596  0.000
H15 -3.46379 1.73058 -0.85443  0.000
H16 -2.28017 1.59644 -2.20969  0.000
H17 -2.07261 4.56899 0.33018  0.000
H18 -0.95406 3.98673 1.61918  0.000
H19 -2.64256 3.36439 1.54942  0.000
H20 -0.39190 4.24792 -1.41670  0.000
H21 0.53285 2.76387 -1.85242  0.000
H22 0.88100 3.60361 -0.32459  0.000
H23 3.27602 -2.33344 -1.33224  -0.001
H24 2.18616 -2.75744 0.02864  0.000
H25 3.61717 -1.75477 0.32931  0.000
H26 3.84414 0.43925 -1.77786  -0.001
H27 3.87317 0.71443 -0.00899  0.000
H28 2.85422 1.74100 -1.06138  0.000
H29 2.32924 -0.93510 -3.09840  0.001
H30 1.00516 0.25373 -2.95075  0.000
H31 0.66070 -1.46329 -2.68971  -0.004
C12 -1.98336 -1.75863 -2.57123  0.000
C13 -3.01459 -1.15852 -3.27108  -0.002
C14 -3.26695 -1.59755 -4.57443  0.000
C15 -2.47788 -2.62210 -5.14043  0.000
C16 -1.45972 -3.22195 -4.39074  0.000
C17 -1.24832 -2.81728 -3.05999  -0.003
O1 -1.70608 -1.13713 -1.29630  0.045
H32 -2.40479 -0.48109 -1.16787  0.007
H33 -3.62231 -0.41741 -2.75733  0.001
H34 -4.13243 -1.18479 -5.11349  0.000
H35 -2.68632 -2.95652 -6.17294  0.000
H36 -0.89817 -4.05889 -4.80862  0.000
H37 -0.52190 -3.30510 -2.41424  0.001
C18 -2.03587 -0.56451 3.68702  -0.003
O2 -1.71582 -0.02831 2.35040  0.023
H38 -1.24331 -0.30672 4.39913  -0.001
H39 -2.14673 -1.64405 3.57794  0.000
H40 -2.96763 -0.10318 4.01684  0.000
H41 -1.75221 0.94988 2.42353  -0.001

=====

Record 4
Entry from OMol25: a molecular structure, C18H42BO15S7V (the ωB97M-V functional and the def2-TZVPD basis).

Net charge   +1
Energy above the lowest of the compared OMol25 structures with the same formula, charge and spin   0.000 eV
Lowest unoccupied orbital energy (spin up / spin down)   -2.15 / -2.15 eV
Energy   -152267.9586 eV
Kohn-Sham gap (spin up / spin down)   0.249 / 0.325 Eh
Multiplicity   4

Last column: Mulliken spin population.
Geometry (Å):
V1 0.11625 -0.08672 -0.42530  2.829
O1 -2.45965 0.40976 7.79398  0.000
C1 -1.84151 0.50783 6.78735  0.000
O2 -1.26826 -0.47073 6.09037  0.001
B1 -0.45352 0.10718 5.02351  0.003
O3 -0.50295 1.55167 5.20946  -0.001
C2 -1.49467 1.84186 6.07160  0.000
O4 -1.94368 2.92115 6.26967  0.000
O5 -1.01978 -0.22296 3.66805  0.007
C3 -0.07830 -0.75699 2.92096  0.017
O6 -0.18395 -1.01223 1.75679  0.026
C4 1.19237 -0.92602 3.78876  0.001
O7 0.89889 -0.45956 4.99227  0.000
O8 2.23165 -1.38032 3.42770  0.002
C5 -3.48526 -1.39580 1.50297  0.002
S1 -3.08971 0.30910 1.14890  0.010
O9 -1.94080 0.25176 0.20054  0.002
C6 -4.51133 0.67358 0.11882  0.001
H1 -4.21901 -1.45134 2.30378  0.000
H2 -2.53864 -1.80738 1.85847  0.001
H3 -3.77256 -1.93039 0.59861  0.000
H4 -4.36855 0.12135 -0.81128  0.000
H5 -4.56041 1.74036 -0.08149  0.000
H6 -5.43587 0.32321 0.57678  0.000
C7 -3.51397 -0.70363 -3.61230  0.003
S2 -2.17412 0.43391 -3.20802  0.009
O10 -1.20279 -0.27800 -2.32716  0.021
C8 -1.49033 0.47590 -4.85139  0.000
H7 -3.17357 -1.36501 -4.41100  0.000
H8 -4.35064 -0.12366 -4.00378  0.000
H9 -3.82416 -1.28528 -2.75093  0.000
H10 -0.62590 1.13962 -4.84127  0.000
H11 -2.25296 0.86260 -5.52714  0.000
H12 -1.13534 -0.50719 -5.16589  0.000
C9 1.53516 4.05094 -2.40824  0.003
S3 0.26558 2.77667 -2.44931  0.006
O11 0.73223 1.68848 -1.54111  0.018
C10 -1.02546 3.68567 -1.59154  -0.001
H13 2.49059 3.59740 -2.64437  0.000
H14 1.53110 4.51623 -1.42389  0.000
H15 1.22979 4.78445 -3.15544  0.000
H16 -0.82683 4.75386 -1.67684  0.000
H17 -1.12806 3.35059 -0.56457  0.004
H18 -1.97298 3.50455 -2.10319  0.001
C11 2.77274 -2.39655 -3.84912  0.000
S4 1.91869 -0.83636 -3.59676  0.001
O12 1.38807 -0.90766 -2.22599  -0.002
C12 3.39606 0.18019 -3.55691  0.001
H19 1.98936 -3.14448 -3.95177  0.000
H20 3.33872 -2.56847 -2.93480  0.000
H21 3.38345 -2.35063 -4.74646  0.000
H22 3.71389 0.37351 -4.58943  0.000
H23 4.21525 -0.40698 -3.14139  0.000
H24 3.21750 1.11886 -3.04889  0.000
C13 3.38662 -2.42771 0.40644  0.004
S5 3.43694 -0.70497 -0.01416  0.001
O13 2.11743 -0.15517 0.41242  0.039
C14 4.54991 -0.23778 1.29959  0.001
H25 4.39276 -2.84103 0.48804  0.000
H26 2.77389 -2.95985 -0.31670  0.000
H27 2.92169 -2.50003 1.39334  -0.001
H28 4.17389 -0.66830 2.22951  0.000
H29 4.51197 0.84274 1.43318  -0.001
H30 5.55526 -0.57169 1.05430  0.000
C15 0.19055 -4.81910 -0.21579  0.002
S6 -0.86589 -3.40456 -0.33662  0.007
O14 0.06682 -2.25798 -0.49728  -0.009
C16 -1.49651 -3.72334 -1.96980  0.002
H31 -0.38700 -5.72622 -0.02805  0.000
H32 0.79230 -4.68363 0.68484  0.000
H33 0.81865 -4.89259 -1.09956  0.000
H34 -0.70292 -4.01939 -2.65633  0.000
H35 -1.90020 -2.77711 -2.32600  0.000
H36 -2.28591 -4.47487 -1.93825  0.000
C17 1.69699 2.72767 3.05784  0.002
S7 0.61633 2.99513 1.66537  0.007
O15 0.24008 1.63081 1.18739  -0.020
C18 -0.78741 3.52766 2.63709  0.001
H37 1.31159 1.95569 3.71986  -0.001
H38 1.84591 3.65073 3.61961  0.000
H39 2.67017 2.40602 2.68134  0.000
H40 -0.57055 4.29069 3.38292  0.001
H41 -1.17246 2.64716 3.15913  0.000
H42 -1.59273 3.89311 1.99399  0.000